[1]
{
  "formula": "C41H68As3ClN5O11P2SZr",
  "method": "wB97M-V/def2-TZVPD",
  "elements": ["Zr", "As", "As", "As", "Cl", "S", "P", "P", "O", "O", "O", "O", "O", "O", "O", "O", "O", "O", "O", "N", "N", "N", "N", "N", "C", "C", "C", "C", "C", "C", "C", "C", "C", "C", "C", "C", "C", "C", "C", "C", "C", "C", "C", "C", "C", "C", "C", "C", "C", "C", "C", "C", "C", "C", "C", "C", "C", "C", "C", "C", "C", "C", "C", "C", "C", "H", "H", "H", "H", "H", "H", "H", "H", "H", "H", "H", "H", "H", "H", "H", "H", "H", "H", "H", "H", "H", "H", "H", "H", "H", "H", "H", "H", "H", "H", "H", "H", "H", "H", "H", "H", "H", "H", "H", "H", "H", "H", "H", "H", "H", "H", "H", "H", "H", "H", "H", "H", "H", "H", "H", "H", "H", "H", "H", "H", "H", "H", "H", "H", "H", "H", "H", "H"],
  "positions_angstrom": [[-0.66190, -0.76019, 0.12219], [0.22410, -2.32595, -2.26871], [-3.43695, -1.39104, -7.18874], [-2.27314, 0.13239, -2.09359], [-1.97087, -3.21859, 0.93662], [0.62129, 8.48512, 0.78676], [0.51655, -0.86309, 3.39677], [2.31381, -2.02355, 1.29883], [-2.26709, -4.58248, 0.81538], [-0.48944, -2.98842, 0.95115], [3.72114, -1.46608, 1.67706], [-0.25389, -1.35297, 4.64768], [-2.32205, -2.44568, -0.28503], [2.43919, -3.40728, 0.58634], [-0.31362, -0.39107, 2.24910], [1.47600, 0.31390, 3.78406], [-1.75379, 8.19474, 1.93740], [-2.53121, -2.59240, 2.06954], [1.53517, -1.07797, 0.43525], [1.95065, 1.41118, -2.30334], [1.30957, 0.70403, -3.24439], [-1.88624, 2.74449, 4.22895], [-2.54590, 0.17874, 0.84821], [-5.90653, 0.70365, 3.63614], [0.14868, 5.92728, 1.72593], [3.13969, 1.70748, -4.11293], [3.03881, 2.04215, -2.78203], [0.39636, 4.80795, -0.81030], [3.08236, -4.56946, 1.22971], [0.14832, 3.98949, 0.29373], [2.06868, -5.68958, 1.22765], [4.64518, -0.67641, 0.82555], [2.03265, 0.87507, -4.34561], [4.34289, -4.87986, 0.45784], [-0.39327, -2.13837, -4.12232], [0.39871, 6.73860, 0.62337], [3.65085, 0.33882, 4.84131], [1.56295, -2.25858, 2.93050], [-3.55381, 1.36380, 2.84581], [4.54171, -1.03088, -0.63897], [1.74423, 1.77372, 5.65938], [-4.65901, -0.22689, -6.17957], [0.01883, 4.56096, 1.56279], [-4.15159, -0.30670, -1.83426], [-2.40100, 2.06351, -2.17342], [0.51792, 6.17574, -0.64315], [-1.31500, -0.54905, 5.34106], [-2.64558, -1.18686, 5.04123], [-0.96421, -0.55853, 6.80820], [0.03064, 2.57288, 0.12917], [-2.84492, -2.60837, -3.90004], [-0.21281, -4.20461, -1.97653], [-1.01579, 10.46628, 1.73925], [-1.80547, -1.65360, -4.47865], [2.16076, 0.44178, 5.07542], [-4.85530, 1.01790, 3.28582], [-2.01677, -0.21601, -3.99949], [-4.40053, -3.07376, -6.88283], [-0.06899, 1.36666, -0.01226], [-1.84397, -1.65807, -6.02248], [2.11285, -2.54347, -2.67275], [4.37005, 0.78692, 1.09885], [-0.91420, 8.97254, 1.58785], [-3.01843, 0.74704, 1.74933], [-2.66968, 2.16581, 3.60967], [-2.74133, -2.71043, -2.81528], [0.00547, -0.10366, 7.00281], [1.88152, -6.03343, 0.20968], [-0.24972, -3.14581, -4.52558], [-0.96188, -1.57993, 7.18978], [-4.92853, -0.62483, -5.20124], [5.61669, -0.97724, 1.21461], [0.66065, 1.85191, 5.74229], [4.82409, -5.76235, 0.88004], [-1.29023, -4.34729, -1.93763], [0.49347, 4.36860, -1.79519], [-3.74875, -3.91317, -7.12471], [2.57067, -1.57920, -2.86856], [3.91377, -0.55595, 4.27588], [4.00756, 1.21199, 4.29488], [3.64503, 2.67194, -2.15214], [5.04997, -4.05235, 0.50656], [-5.24452, -3.09729, -7.57145], [-1.62511, 10.69103, 2.61169], [-1.71812, 0.00935, 7.35399], [-0.03641, 10.93418, 1.82480], [-2.81149, -1.27699, 3.97148], [1.73229, 0.39901, -5.26645], [2.09882, 2.58738, 5.02630], [5.35711, -0.53205, -1.16412], [-2.74257, -3.60430, -4.33618], [-1.51097, 10.86541, 0.85264], [2.37225, -2.31191, 3.66287], [4.64347, -2.10240, -0.80961], [1.49965, 1.51235, -1.40045], [-1.17220, 0.40523, -4.30718], [3.30452, 0.99741, 0.98343], [0.19837, -4.78101, -2.80605], [4.16702, 0.30303, 5.80103], [2.44713, -6.53113, 1.80803], [4.67970, 1.07256, 2.10154], [-2.56549, 2.46067, -1.17488], [2.60781, -3.04007, -1.84278], [2.18141, -3.16750, -3.56502], [-4.24396, 0.77475, -6.07598], [-4.54514, 0.33921, -1.05252], [-3.23348, 2.32619, -2.82672], [4.10551, -5.08740, -0.58633], [-3.44041, -0.56229, 5.45156], [0.05003, 6.36565, 2.70840], [-1.26483, 0.46281, 4.93130], [3.33703, -4.28684, 2.25534], [0.34597, -1.49302, -4.60002], [1.81810, -0.37510, 5.71512], [0.22702, -4.54765, -1.04258], [-2.91675, 0.20092, -4.45070], [-0.20014, 3.92722, 2.41227], [-4.67920, -0.10969, -2.76757], [-1.11413, -0.92718, -6.38338], [-1.47150, 2.46679, -2.57024], [-2.71175, -2.17447, 5.49919], [-5.56618, -0.14809, -6.77887], [4.91903, 1.39997, 0.38294], [0.98645, -3.18221, 2.95047], [-1.48288, -2.62990, -6.37882], [2.17625, 1.89554, 6.65358], [-4.77345, -3.18678, -5.86729], [1.12213, -5.36759, 1.66210], [-3.85775, -2.25809, -4.09688], [3.60240, -0.68318, -1.06740], [3.89234, 2.02433, -4.81292], [-4.29090, -1.34310, -1.54083], [0.70152, 6.81261, -1.49856]],
  "e_above_lowest_kcal_mol": 40.5,
  "homo_ha": -0.3764,
  "total_charge": 1,
  "orbital_gap_ev": 7.186,
  "lumo_energy_ev": -3.06
}



[2]
{
  "formula": "C41H68Cl2F14N6O10P",
  "method": "wB97M-V/def2-TZVPD",
  "elements": ["Cl", "Cl", "P", "F", "F", "F", "F", "F", "F", "F", "F", "F", "F", "F", "F", "F", "F", "O", "O", "O", "O", "O", "O", "O", "O", "O", "O", "N", "N", "N", "N", "N", "N", "C", "C", "C", "C", "C", "C", "C", "C", "C", "C", "C", "C", "C", "C", "C", "C", "C", "C", "C", "C", "C", "C", "C", "C", "C", "C", "C", "C", "C", "C", "C", "C", "C", "C", "C", "C", "C", "C", "C", "C", "C", "H", "H", "H", "H", "H", "H", "H", "H", "H", "H", "H", "H", "H", "H", "H", "H", "H", "H", "H", "H", "H", "H", "H", "H", "H", "H", "H", "H", "H", "H", "H", "H", "H", "H", "H", "H", "H", "H", "H", "H", "H", "H", "H", "H", "H", "H", "H", "H", "H", "H", "H", "H", "H", "H", "H", "H", "H", "H", "H", "H", "H", "H", "H", "H", "H", "H", "H", "H"],
  "positions_angstrom": [[-5.06358, 1.14642, -5.53670], [-2.35033, 3.93274, -2.52699], [-5.35583, 1.29763, 0.02366], [1.81492, -1.21654, -3.81987], [6.02408, -2.61600, -2.79875], [5.42356, -0.55984, -0.18237], [2.51429, 0.73937, -4.40151], [5.35333, -4.05508, 0.06346], [5.63635, 0.11092, -2.83668], [-2.26035, 0.76863, 4.21892], [3.81258, -2.63369, 0.65404], [4.52704, -1.12808, -4.14687], [2.85798, -0.62911, -1.19926], [5.74983, -2.58641, 1.53422], [4.03882, -2.92453, -2.07997], [3.67214, 1.18312, -2.00286], [6.95694, -2.00877, -0.68746], [-2.21247, 1.26293, 1.44298], [1.02591, 5.16111, -4.28221], [-3.98832, -2.42082, 7.10978], [9.07135, -6.30459, 1.94062], [-4.24988, 1.47380, 4.05343], [-0.35518, -4.57828, 1.52644], [-4.99480, 5.31576, -3.24425], [-5.16541, 2.88028, -0.34701], [0.29276, -6.54782, 6.10780], [4.12315, 1.64637, 4.55449], [-6.90873, 0.86456, -0.65528], [-2.40678, -4.37020, 0.66808], [-3.88690, -1.67471, 0.33376], [-1.16865, 0.27860, -1.35938], [-4.16668, 0.26284, -0.96436], [-3.71180, -0.07852, 2.50103], [5.88852, 0.67762, 5.81737], [-1.90077, -0.82916, -0.73268], [-1.04255, -4.02419, 0.73863], [-2.02932, 1.33054, -1.93882], [0.92877, 0.72716, -2.69722], [0.21209, 7.07412, -5.43325], [2.26323, -5.22451, 5.99550], [-0.24082, -0.23902, -2.37831], [-3.68940, 0.02455, -3.38590], [-3.45929, 0.78323, 3.61397], [0.67480, 5.64170, -5.33729], [-3.52418, 0.96662, -2.12267], [5.04901, -2.04562, -2.07721], [-1.91578, 2.72929, -1.21997], [0.68204, 4.83340, -6.61090], [5.08744, -2.81310, 0.40092], [-5.12847, 0.29168, -3.96050], [-0.50127, 3.06374, -0.66508], [-2.97303, 0.37371, 1.32409], [-5.94136, -1.02336, -4.11354], [3.32966, -0.06178, -2.33791], [-3.56138, -1.25622, 9.13804], [1.23043, -6.17578, 5.44025], [-3.21543, -0.41227, -0.02306], [-3.90666, -0.06024, 6.88301], [-0.90312, -1.51928, 0.27879], [2.14309, -0.00614, -3.32549], [-3.83381, -1.35201, 7.65815], [4.62980, -0.76684, -2.86615], [0.41442, 3.88674, -1.62662], [1.41860, -6.64116, 4.01766], [5.64860, -1.78396, -0.64629], [-6.13407, 7.16222, -4.21674], [-4.92847, 6.45869, -3.64660], [4.84813, 0.69237, 4.72504], [9.30749, -5.19606, 1.51763], [8.22369, -4.34201, 0.90507], [10.69628, -4.60823, 1.57964], [4.74826, -0.53460, 3.85152], [-3.63777, 7.23830, -3.59873], [-0.44471, -2.96426, -0.19010], [5.68999, -0.14141, 6.51087], [-4.73373, -0.49911, -1.36553], [0.64428, -3.00399, -0.07754], [0.25768, 7.53520, -4.44753], [2.00596, -4.97257, 7.02315], [2.36657, -7.17390, 3.92183], [-3.28684, -0.97938, 2.75982], [-3.54906, -1.03549, -3.12936], [1.40004, -5.78482, 3.34089], [-0.81847, 7.10945, -5.79124], [-4.03638, 1.89786, -2.41578], [-2.85392, 6.61745, -3.16763], [-3.76227, 8.12693, -2.97795], [1.35063, 5.29279, -7.34060], [5.84979, 1.61786, 6.36478], [7.28559, -4.88712, 0.92670], [-0.32830, 4.77225, -7.01971], [10.68927, -3.69644, 2.17962], [-5.72016, 0.93157, -3.28234], [-5.96833, 3.29930, -0.70544], [0.57025, 1.43774, -3.45540], [0.04284, 2.19704, -0.27237], [-2.66643, -4.72301, -0.25139], [11.37167, -5.32658, 2.04135], [-1.64868, 1.51193, -2.95690], [11.05330, -4.38737, 0.57217], [1.44846, 3.79934, -1.25376], [-4.10762, -0.28428, 5.84041], [1.29035, 1.26430, -1.81351], [8.11022, -3.42076, 1.47636], [8.47361, -4.11069, -0.13166], [-0.77093, -0.42005, -3.33900], [-2.99615, 0.37762, -4.15924], [6.88354, 0.56414, 5.38359], [-2.18743, -1.56462, -1.51532], [-4.71398, 0.56368, 7.26958], [3.96234, -0.38682, 3.11139], [-5.94326, 7.44956, -5.25200], [-5.45892, -1.59585, -4.92301], [0.12354, 4.94222, -1.67078], [0.19438, -1.20740, -2.09046], [-4.35246, -0.68498, 9.62684], [-2.67205, 2.87781, -0.44146], [0.40409, 3.51555, -2.65655], [5.69294, -0.70047, 3.33199], [-3.36884, -2.18859, 1.03928], [0.86021, 7.63096, -6.11178], [0.60815, -7.31700, 3.74950], [1.03607, 3.82569, -6.39709], [-3.34116, 7.52906, -4.60807], [-1.34369, -1.66425, 1.27973], [-0.01484, -0.88074, 0.36768], [-5.91332, -1.61902, -3.18131], [-7.26240, 1.67679, -1.17440], [-2.95620, 0.47090, 6.95307], [3.24788, -5.69520, 5.98488], [-0.66690, 3.73350, 0.19810], [-4.83356, -1.48833, 0.66677], [-6.80370, 0.15655, -1.38981], [-3.53602, -2.25712, 9.56554], [2.28271, -4.30793, 5.40272], [-6.36482, 8.04777, -3.62227], [4.49902, -1.40595, 4.45996], [-2.59637, -0.77614, 9.30933], [-6.97930, -0.81778, -4.41288], [-2.62012, -5.10052, 1.34473], [-0.77872, -3.14059, -1.22522], [-6.99050, 6.49009, -4.19176]],
  "e_above_lowest_kcal_mol": 0.0,
  "homo_ha": -0.3926,
  "total_charge": 1,
  "orbital_gap_ev": 8.051,
  "lumo_energy_ev": -2.63
}